Entry from the Open Molecules 2025 dataset: a structure of composition C26H29N4O2Zr in a non-equilibrium geometry (the ωB97M-V functional and the def2-TZVPD basis).

Structure (ORCA input):
```
! wB97M-V def2-TZVPD RIJCOSX def2/J DEFGRID3
* xyz 3 1
Zr -0.18745 0.19602 -0.18110
O 1.39102 0.39955 -1.32920
N 2.22053 1.46450 -1.38489
N 1.81524 2.30693 -0.54316
O 0.74189 1.97604 0.10643
C 2.39354 3.53675 -0.24614
C 1.61419 4.41610 0.52799
C 2.19124 5.64718 0.75447
C 3.43918 5.96097 0.25969
C 4.20799 5.03078 -0.42306
C 3.68449 3.83201 -0.75297
H 0.66576 4.14923 0.94291
H 1.61074 6.43332 1.26887
H 3.84601 6.94812 0.45843
H 5.21645 5.24936 -0.68999
H 4.25549 3.09648 -1.30642
C -1.28953 0.70247 -2.52268
C -1.94720 1.42229 -1.34767
C -1.97759 2.79571 -1.16994
C -2.71617 3.28464 -0.08499
C -3.44342 2.43500 0.78146
C -3.45682 1.02368 0.61186
C -4.23185 0.07638 1.40569
C -2.67970 0.58448 -0.44186
N -2.15340 -0.72274 -0.45238
C -2.38404 -1.96243 -0.53020
C -3.63529 -2.63777 -0.97177
C -1.11546 -2.79851 -0.17487
C -1.27155 -4.24429 0.12589
N -0.11422 -2.05666 0.10881
C 1.16102 -2.53383 0.53694
C 1.79907 -1.86438 1.56720
C 1.09285 -0.64872 2.24274
C 2.98697 -2.34495 2.05827
C 3.65335 -3.40720 1.43635
C 3.03835 -4.03234 0.37499
C 1.76497 -3.66444 -0.10517
C 1.22334 -4.36330 -1.31086
H -2.04428 0.12969 -3.07613
H -0.54956 -0.06512 -2.35083
H -0.76084 1.40732 -3.17026
H -1.52155 3.45421 -1.89906
H -2.82483 4.34038 0.03069
H -4.05383 2.88287 1.53735
H -4.84626 0.58377 2.14696
H -3.65211 -0.65397 1.96662
H -4.91421 -0.48048 0.76495
H -4.41207 -1.89919 -1.14799
H -4.00347 -3.33229 -0.20369
H -3.42429 -3.19171 -1.90473
H -2.21824 -4.38390 0.56831
H -0.52901 -4.59859 0.82379
H -1.24801 -4.82857 -0.79266
H 0.00228 -0.66487 2.27761
H 1.44613 0.33486 1.87945
H 1.33572 -0.59068 3.32537
H 3.42942 -1.88508 2.96815
H 4.62198 -3.77328 1.78837
H 3.53642 -4.81490 -0.18059
H 2.01147 -4.58712 -2.03240
H 0.49226 -3.74753 -1.81128
H 0.71689 -5.32220 -1.10770
*
```

Summary:
Maximum force   2.4 eV/A
LUMO   -11.0 eV
Molecular weight   520.77 u
E_tot   -38739.735 eV
HOMO energy   -17.3 eV